Model 1:
19
Properties=species:S:1:pos:R:3:nbo_charge:R:1 method="wB97M-V/def2-TZVPD" gap_ev=10.05 total_charge=0
C -0.6262 1.5444 1.6657 -0.63
C -0.1644 0.8864 0.4172 -0.26
C 0.6097 -0.4313 0.5388 0.06
O -0.2525 -1.3141 1.2242 -0.73
C 1.0489 -0.9677 -0.8314 -0.45
C -0.1135 -0.7973 -1.8115 -0.08
O -0.5518 0.5404 -1.8621 -0.74
H -1.2010 2.4235 1.3546 0.21
H -1.2846 0.8336 2.1617 0.22
H 0.1913 1.8568 2.3123 0.20
H 0.5215 1.5660 -0.1548 0.23
H -1.4839 0.6155 0.0347 0.10
H 1.5233 -0.2351 1.1383 0.17
H 0.1719 -2.1779 1.2779 0.47
H 1.3593 -2.0261 -0.7565 0.21
H 1.9309 -0.4137 -1.1816 0.21
H -0.9375 -1.4404 -1.4774 0.17
H 0.1726 -1.0848 -2.8255 0.18
H -1.2709 0.6094 -1.1707 0.46

---

Model 2:
19
Properties=species:S:1:pos:R:3:nbo_charge:R:1 method="wB97M-V/def2-TZVPD" gap_ev=10.86 total_charge=0
C 2.5932 0.3158 -0.6763 -0.25
O 1.2506 0.6419 -0.5544 -0.56
C 0.5212 -0.4986 -0.2143 -0.04
C -0.9783 -0.0883 -0.1395 -0.29
C -1.7907 -1.3227 0.2252 -0.61
C -1.2747 1.0621 0.8643 -0.05
O -0.7405 2.3104 0.4936 -0.72
H 3.1016 -0.5224 -0.1952 0.19
H 2.5529 -0.2567 -1.9000 0.14
H 3.2856 1.1581 -0.4993 0.21
H 0.9958 -1.4157 -1.0463 0.15
H 0.8625 -0.8768 0.7706 0.17
H -1.2696 0.2870 -1.1277 0.21
H -2.8608 -1.1010 0.2117 0.22
H -1.5307 -1.6821 1.2303 0.20
H -1.5929 -2.1326 -0.4841 0.22
H -2.3643 1.2138 0.9217 0.18
H -0.9419 0.7531 1.8735 0.15
H 0.1810 2.1545 0.2462 0.48

---

Model 3:
19
Properties=species:S:1:pos:R:3:nbo_charge:R:1 method="wB97M-V/def2-TZVPD" gap_ev=9.46 total_charge=0
C -1.7135 -0.8659 0.9128 0.08
O -0.4703 -0.4896 0.7901 -0.52
C -0.1771 0.3668 -0.3642 0.09
C -0.4487 1.8058 0.0304 -0.63
C 1.2672 0.1046 -0.7586 -0.46
C 1.5324 -1.3266 -1.2241 -0.06
O 1.5627 -2.2645 -0.1715 -0.72
H -2.5919 0.6875 1.9170 0.00
H -2.3320 0.8891 2.5890 0.01
H -1.6974 -1.4400 1.8724 0.09
H -0.8693 0.0483 -1.1516 0.20
H 0.1360 2.0820 0.9147 0.22
H -1.5099 1.9549 0.2486 0.23
H -0.1705 2.4734 -0.7914 0.22
H 1.9248 0.3384 0.0883 0.22
H 1.5162 0.8015 -1.5686 0.22
H 0.7839 -1.6010 -1.9881 0.15
H 2.5153 -1.3796 -1.7019 0.18
H 0.7889 -2.1022 0.3826 0.47

---

Model 4:
19
Properties=species:S:1:pos:R:3:nbo_charge:R:1 method="wB97M-V/def2-TZVPD" gap_ev=10.81 total_charge=0 smiles=OCCCCCO
C -2.1692 -0.0273 -1.3954 -0.07
O -2.8356 0.8722 -0.4741 -0.74
C -0.6720 -0.0372 -1.2116 -0.42
C -0.0911 -0.2959 0.1693 -0.42
C 1.4293 -0.0169 0.0470 -0.41
C 2.1101 -0.2868 1.4451 -0.06
O 1.4551 0.4881 2.4319 -0.73
H -2.4578 0.3363 -2.3763 0.17
H -2.6340 -0.9417 -1.0334 0.18
H -2.4335 1.7458 -0.4862 0.46
H -0.2968 -0.8721 -1.8835 0.20
H -0.2955 0.9268 -1.6788 0.20
H -0.4618 0.4774 0.8449 0.22
H -0.3631 -1.2563 0.5867 0.21
H 1.8032 0.9773 -0.2254 0.21
H 1.8331 -0.7472 -0.6661 0.19
H 2.0938 -1.3702 1.6393 0.16
H 3.1152 0.0734 1.2984 0.17
H 0.8708 -0.0456 2.9682 0.47

---

Top of the stability list: model 4, leading by 0.0532 hartree.

---

Model 1:
19
Properties=species:S:1:pos:R:3:nbo_charge:R:1 method="wB97M-V/def2-TZVPD" gap_ev=10.62 total_charge=0 smiles=CC[C@@H](O)CCO
C -1.8745 -0.5454 1.8690 -0.61
C -1.6142 -0.3159 0.3818 -0.41
C -0.1572 0.0847 0.1864 0.11
O 0.6330 -0.9323 0.7757 -0.75
C 0.2555 0.3538 -1.2616 -0.45
C 1.7074 0.8102 -1.3317 -0.06
O 2.5518 -0.3135 -1.0608 -0.74
H -2.8938 -0.8876 2.0689 0.21
H -1.1705 -1.2916 2.2465 0.23
H -1.7062 0.3818 2.4313 0.20
H -2.2752 0.4662 -0.0158 0.20
H -1.8071 -1.2347 -0.1876 0.20
H -0.0034 1.0351 0.7359 0.14
H 1.4381 -1.0258 0.2444 0.49
H -0.3826 1.1388 -1.6877 0.22
H 0.1263 -0.5462 -1.8779 0.22
H 1.8665 1.5957 -0.5782 0.17
H 1.9547 1.2289 -2.3156 0.17
H 3.3515 -0.0023 -0.6231 0.48

---

Model 2:
19
Properties=species:S:1:pos:R:3:nbo_charge:R:1 method="wB97M-V/def2-TZVPD" gap_ev=10.62 total_charge=0
C -1.6938 -2.4116 0.9892 -0.62
C -0.9382 -1.1201 1.1659 -0.07
O 0.1632 -1.2099 0.2938 -0.74
C 0.7567 1.1020 0.0164 -0.40
C 1.6080 1.8978 -0.9074 -0.09
O 0.5820 2.0915 -1.8713 -0.53
C 0.0068 0.8415 -1.5733 -0.14
H -0.9868 -3.2281 1.1675 0.21
H -2.0248 -2.4786 -0.0537 0.20
H -2.5522 -2.4945 1.6567 0.20
H -0.5627 -0.9939 2.1915 0.17
H -1.5821 -0.2479 0.9530 0.16
H -0.0049 1.6464 0.5775 0.21
H 1.3382 0.5249 0.7656 0.24
H 2.0604 2.8129 -0.5412 0.19
H 2.3782 1.2142 -1.3113 0.16
H -0.0162 -0.6293 -0.4552 0.49
H 0.4372 0.0617 -2.2489 0.18
H -1.0811 0.8576 -1.8097 0.20

---

Model 3:
19
Properties=species:S:1:pos:R:3:nbo_charge:R:1 method="wB97M-V/def2-TZVPD" gap_ev=9.58 total_charge=0 smiles="C=C(C)CO.CO"
C -2.6270 -1.0636 -0.4770 -0.22
O -1.4564 -0.5236 0.0033 -0.86
C 0.1581 0.9393 -0.9480 -0.21
C 0.9889 0.3320 -0.0513 -0.21
C 2.2489 -0.3693 -0.4903 -0.63
C 0.9256 0.7683 1.4093 -0.08
O -0.3466 1.2266 1.7903 -0.73
H -2.5344 -1.6648 -1.3820 0.16
H -3.0670 -1.6339 0.3294 0.16
H -3.3290 -0.2666 -0.7142 0.17
H 0.2124 0.7327 -2.0150 0.20
H -0.5538 1.6932 -0.6351 0.23
H -0.2932 -0.6638 -0.0491 0.52
H 2.4877 -1.2288 0.1409 0.21
H 3.0959 0.3230 -0.4320 0.22
H 2.1815 -0.7217 -1.5201 0.22
H 1.2809 -0.0678 2.0402 0.16
H 1.6224 1.6050 1.5676 0.19
H -0.9951 0.5840 1.4332 0.50

---

Top of the stability list: model 1, leading by 0.1092 hartree.

---

Model 1:
47
Properties=species:S:1:pos:R:3:nbo_charge:R:1 method="wB97M-V/def2-TZVPD" gap_ev=8.10 total_charge=0 smiles="N/C=C/C[C@@H](N)CO.O.O.O.O.O.O.O.O.O"
C -1.9278 -2.1018 0.0048 -0.08
O -2.4004 -1.7335 -1.3091 -0.77
C -0.3939 -2.1765 0.1227 -0.07
C 0.1294 -1.7360 1.4872 -0.43
C -0.0980 -0.2757 1.8396 -0.30
C 0.6220 0.4025 2.7384 0.00
N 0.2361 1.7225 3.1104 -0.86
N -0.0789 -3.5719 -0.1962 -0.87
H -2.5152 -1.5211 0.7232 0.18
H -2.3911 -3.0979 0.0610 0.19
H -2.2895 -0.7891 -1.4692 0.49
H 0.2214 -1.7178 -0.7021 0.21
H 1.2208 -1.8813 1.3815 0.21
H -0.3070 -2.3743 2.2613 0.21
H -0.9003 0.2149 1.3104 0.21
H 1.4240 -0.0920 3.2725 0.19
H 1.0429 2.1912 3.5002 0.37
H -0.2155 2.2648 2.3908 0.40
H -0.6171 -4.3584 0.1284 0.37
H 0.9010 -3.7979 -0.0801 0.35
H 0.9362 1.9845 -0.7777 0.49
H 2.3849 2.5377 -0.8531 0.49
O 1.4662 2.7819 -0.7961 -0.97
H -2.3895 1.6099 4.2280 0.46
H -1.2362 2.4981 4.2526 0.48
O -2.2096 2.5610 4.2234 -0.96
H 1.4432 -1.9774 -3.8903 0.49
H 0.4046 -2.3018 -2.7032 0.49
O 0.8124 -1.6062 -3.2497 -0.98
H -1.0835 -2.6503 -3.2095 0.45
H -2.4504 -3.0171 -2.7047 0.49
O -1.6875 -3.3936 -3.1677 -0.95
H -0.9104 2.5764 0.3005 0.49
H -2.3124 2.8036 0.0430 0.47
O -1.7361 2.0474 0.2091 -0.97
H -0.4708 4.9188 1.1502 0.48
H 0.7063 4.2567 0.5285 0.51
O -0.1178 4.0358 0.9885 -0.97
H -0.9493 1.7874 -1.8417 0.49
H -0.8245 1.2523 -3.2718 0.48
O -0.8189 0.9773 -2.3505 -0.97
H 2.2421 -0.8037 -1.7039 0.48
H 0.9823 0.0276 -1.6938 0.51
O 1.8061 -0.1078 -1.2137 -0.99
H 3.9989 0.7067 -0.9492 0.48
H 5.4039 0.1238 -1.3281 0.47
O 4.9469 0.7999 -0.7950 -0.95

---

Model 2:
47
Properties=species:S:1:pos:R:3:nbo_charge:R:1 method="wB97M-V/def2-TZVPD" gap_ev=8.43 total_charge=0 smiles="CNC[C@@H](C)NC=O.O.O.O.O.O.O.O.O.O"
C -1.0806 1.0361 -0.2357 0.56
N -0.1195 0.0709 -0.4376 -0.59
C 1.8443 -1.2108 0.2303 -0.65
C 0.5469 -0.6590 0.6728 -0.06
C -0.6051 -1.6397 1.1232 -0.22
N -1.4597 -1.9442 -0.0011 -0.67
C -2.7885 -2.6069 0.2843 -0.44
O -1.5658 1.3112 0.8546 -0.71
H -1.3450 1.5433 -1.1862 0.13
H 0.3054 -0.1061 -1.3352 0.43
H 2.7320 -0.9314 0.8215 0.24
H 1.8031 -2.3089 0.0973 0.22
H 2.0866 -0.8151 -0.7878 0.22
H 0.6808 0.0753 1.4874 0.19
H -1.2862 -0.9690 1.6958 0.16
H -0.5423 -2.6029 1.6964 0.19
H -1.0923 -2.4705 -0.7788 0.39
H -2.9057 -3.2391 -0.5947 0.21
H -2.8678 -3.2958 1.1252 0.18
H -3.5400 -1.7887 0.2288 0.20
H -0.8163 1.1702 4.6910 0.48
H -1.6191 0.8535 3.3661 0.49
O -0.9640 1.4498 3.7694 -0.98
H 1.7059 0.5954 -3.4640 0.51
H 2.6788 -0.5283 -3.3623 0.46
O 1.7312 -0.3748 -3.4232 -0.98
H -1.4313 -3.7266 -3.4016 0.49
H 0.0211 -3.7372 -2.5840 0.51
O -0.8914 -3.4414 -2.6771 -1.00
H -1.1389 3.4223 1.5417 0.49
H 0.0681 3.1556 2.2173 0.49
O -0.2301 3.7198 1.4768 -0.97
H 2.1084 2.8276 -2.0134 0.53
H 1.5264 2.7255 -3.4366 0.47
O 1.8086 2.1857 -2.7026 -1.00
H 2.2341 -2.4698 -3.0814 0.48
H 1.1452 -2.9000 -3.8668 0.48
O 1.7338 -3.3071 -3.2105 -0.95
H -2.7151 -0.1954 1.8625 0.48
H -3.0939 1.2538 2.3254 0.48
O -3.3457 0.3270 2.3477 -0.95
H 0.6120 3.6905 -0.3446 0.51
H 1.9698 3.9140 0.1739 0.48
O 1.5416 3.8373 -0.6802 -0.98
H 2.5001 0.4160 3.9973 0.47
H 2.1472 0.5900 2.4857 0.47
O 2.8664 0.5425 3.1257 -0.94

---

Top of the stability list: model 2, leading by 0.0021 hartree.